No. 1
{"formula": "C30H37F2N2O3RbS2Te", "method": "ωB97M-V/def2-TZVPD", "species": ["C", "C", "C", "H", "O", "H", "O", "C", "N", "O", "C", "H", "C", "C", "H", "C", "H", "F", "H", "C", "S", "H", "C", "C", "S", "C", "C", "H", "C", "H", "C", "H", "C", "H", "C", "H", "H", "C", "H", "C", "C", "C", "H", "C", "Rb", "C", "H", "C", "H", "H", "Te", "H", "H", "H", "H", "H", "H", "N", "C", "C", "H", "C", "H", "H", "H", "F", "H", "H", "C", "C", "H", "C", "H", "H", "H", "H", "H", "H"], "xyz": [[-2.421, -1.927, 0.239], [-3.993, -4.442, -1.770], [-5.378, -1.497, 2.462], [0.385, 3.505, 1.146], [-0.893, 1.522, 0.445], [-5.960, -4.129, 1.490], [2.009, 2.029, -0.110], [4.233, 3.723, 2.615], [-4.364, -3.000, 0.776], [-1.359, -1.722, -0.335], [-2.953, -4.068, -0.924], [-4.419, -4.431, 2.340], [-1.640, 3.809, -0.730], [-4.883, -4.221, 1.371], [-4.575, -5.688, -3.408], [-3.192, 1.263, -2.634], [7.004, 1.026, -1.636], [2.463, -1.802, 2.004], [6.346, -1.888, 0.985], [2.594, 1.959, 2.779], [3.000, 3.074, 0.273], [-4.107, 1.563, -2.138], [-1.977, 1.395, -1.977], [-0.796, 0.978, -2.575], [-2.042, 2.075, -0.322], [6.637, -0.925, 0.575], [-3.766, -5.392, -2.753], [-4.965, -3.979, -1.656], [-2.502, -5.943, -2.912], [-0.478, -5.970, -2.202], [-3.196, -1.122, 1.154], [-2.094, 4.411, 0.061], [0.536, 4.359, 0.484], [7.160, -0.346, 1.333], [3.588, -1.983, 1.091], [0.352, 3.268, -1.363], [4.784, 4.433, 2.006], [-1.467, -5.549, -2.077], [2.377, 1.082, 4.716], [2.029, 4.629, 0.317], [-0.148, 4.095, -0.858], [4.515, 3.596, 3.964], [-0.885, -4.304, -0.420], [-4.311, -1.820, 1.477], [1.120, -0.573, 0.054], [3.268, 2.911, 2.036], [6.713, 2.223, -0.354], [6.234, 1.553, -1.070], [-4.683, -5.051, 0.700], [-2.078, -0.108, -5.517], [4.888, 0.113, -0.062], [4.067, 2.539, 5.776], [-2.324, -6.675, -3.688], [2.239, 5.148, -0.621], [0.161, 1.060, -2.076], [-0.028, 4.977, -1.495], [-6.365, -1.532, 1.999], [-3.165, -3.088, 0.072], [3.836, 2.653, 4.725], [-1.687, -4.619, -1.072], [-2.898, -0.154, 1.517], [-0.844, 0.442, -3.853], [1.884, 1.275, 2.331], [7.281, -1.066, -0.290], [5.275, 4.219, 4.417], [2.929, -2.520, -0.085], [0.072, 0.112, -4.327], [-4.178, 0.623, -4.426], [-2.054, 0.318, -4.523], [-3.230, 0.730, -3.915], [2.438, 5.228, 1.131], [2.884, 1.839, 4.132], [0.075, 5.230, 0.959], [4.049, -2.902, 1.485], [-5.216, -0.501, 2.866], [5.640, 2.147, -1.766], [-5.372, -2.206, 3.292], [-2.179, 4.012, -1.657]], "forces_ev_per_a": [[0.002, -0.099, -0.048], [0.018, 0.002, 0.048], [-0.028, 0.018, 0.010], [-0.013, 0.002, -0.009], [0.023, -0.062, 0.139], [0.003, 0.017, 0.037], [-0.057, -0.129, -0.230], [0.005, -0.010, 0.003], [-0.178, 0.084, -0.291], [0.012, 0.077, -0.088], [-0.099, 0.088, -0.149], [0.019, -0.017, -0.014], [-0.010, -0.004, -0.026], [0.079, -0.020, 0.100], [-0.002, 0.001, 0.001], [-0.029, -0.005, 0.002], [-0.012, -0.002, -0.013], [0.217, -0.131, -0.024], [-0.029, 0.009, 0.004], [0.046, -0.113, 0.136], [0.100, 0.097, 0.122], [0.001, 0.002, 0.003], [0.029, 0.035, -0.022], [0.027, -0.031, -0.092], [-0.085, 0.026, -0.061], [-0.070, -0.047, 0.059], [-0.002, -0.007, -0.005], [-0.007, -0.007, -0.001], [-0.014, -0.013, -0.021], [-0.001, -0.001, 0.006], [0.006, -0.016, 0.103], [0.014, -0.021, 0.028], [0.020, -0.007, 0.009], [0.007, 0.013, -0.006], [0.158, -0.263, -0.049], [0.011, 0.005, 0.020], [-0.005, 0.002, -0.004], [0.019, 0.011, 0.027], [-0.001, 0.004, 0.008], [-0.025, 0.030, 0.050], [-0.012, -0.027, -0.014], [-0.006, 0.010, -0.007], [-0.009, 0.000, 0.010], [-0.010, -0.009, -0.021], [-0.213, 0.259, -0.141], [-0.048, 0.068, -0.023], [0.011, -0.003, 0.006], [-0.032, -0.019, 0.020], [-0.034, 0.009, -0.013], [-0.008, -0.002, -0.001], [0.125, 0.134, -0.102], [-0.005, 0.003, 0.004], [-0.004, 0.000, 0.003], [-0.004, -0.030, -0.021], [-0.094, 0.144, 0.148], [-0.008, -0.001, -0.006], [-0.003, -0.004, -0.003], [0.188, -0.159, 0.293], [0.001, 0.004, 0.009], [-0.006, 0.004, -0.024], [-0.006, 0.013, -0.022], [0.021, -0.016, -0.013], [0.025, 0.194, -0.159], [0.005, -0.014, 0.010], [-0.004, 0.000, 0.007], [-0.068, -0.200, 0.128], [0.000, 0.001, 0.002], [0.002, -0.004, -0.008], [0.015, -0.003, 0.007], [-0.002, 0.001, 0.007], [0.014, 0.003, -0.016], [0.000, -0.025, -0.009], [0.000, 0.009, -0.005], [0.043, 0.098, 0.160], [0.000, 0.005, -0.005], [-0.005, 0.013, 0.017], [0.001, 0.003, -0.002], [-0.026, 0.021, 0.020]], "nbo_charge": [0.6237, -0.2636, -0.6576, 0.2469, -1.0032, 0.2155, -1.0326, -0.2618, -0.2157, -0.6951, 0.2064, 0.1969, -0.5947, -0.4234, 0.2158, -0.2435, 0.2005, -0.4776, 0.2245, -0.1545, 1.2799, 0.2192, -0.1810, -0.2317, 1.2591, -0.8778, -0.2035, 0.2214, -0.2197, 0.2213, -0.4066, 0.2230, -0.4229, 0.2078, 0.1159, 0.2377, 0.2173, -0.1840, 0.2190, -0.5959, -0.4190, -0.1941, 0.2427, 0.2517, 0.9307, -0.1794, 0.1949, -0.9809, 0.2339, 0.2187, 0.4264, 0.2148, 0.2167, 0.2193, 0.2302, 0.2073, 0.2301, -0.2901, -0.2102, -0.2274, 0.2462, -0.1866, 0.2205, 0.2081, 0.2142, -0.4740, 0.2217, 0.2176, -0.1990, -0.2054, 0.2356, -0.2169, 0.2046, 0.0864, 0.2394, 0.2022, 0.2294, 0.2345], "total_energy_ev": -75883.8698, "mol_weight_g_mol": 788.8, "homo_lumo_gap_ha": 0.2204, "charge": 0, "e_homo_ha": -0.2138}

=====

No. 2
{"formula": "C26H35CaN4O2Te", "method": "ωB97M-V/def2-TZVPD", "species": ["O", "H", "C", "N", "H", "H", "H", "H", "H", "C", "C", "H", "H", "C", "H", "C", "H", "C", "H", "N", "C", "C", "C", "Te", "H", "H", "Ca", "H", "H", "H", "C", "C", "C", "H", "N", "C", "O", "H", "H", "H", "H", "H", "H", "C", "C", "H", "C", "C", "H", "H", "C", "C", "C", "H", "C", "C", "C", "H", "C", "H", "H", "H", "H", "H", "C", "H", "H", "N", "C"], "xyz": [[-3.059, 1.310, -1.257], [3.862, -2.827, -6.570], [-5.353, 1.823, -1.389], [0.562, -1.460, 1.813], [1.962, -0.009, 4.301], [4.651, 0.659, -1.877], [-6.338, 1.502, 3.415], [-4.822, -0.136, 4.516], [1.616, -4.074, 3.318], [-0.847, 2.731, 1.587], [3.363, -0.493, -3.149], [2.163, 3.748, 1.117], [-5.132, 1.765, -2.442], [0.342, -0.483, 2.856], [-0.653, 0.415, -5.145], [2.080, 0.067, -3.089], [0.490, -3.328, 4.439], [2.867, -1.845, 2.562], [0.294, -3.483, 1.488], [0.184, 4.582, 1.020], [-3.593, -0.370, 2.784], [1.031, -3.175, 3.505], [0.172, -2.777, 2.300], [1.581, 1.205, -1.357], [0.993, -0.776, -6.187], [3.886, -0.682, -1.052], [-1.039, 0.276, -0.739], [2.188, -0.469, 1.020], [-6.249, 1.256, -1.142], [-0.721, -0.508, 3.137], [-4.121, 1.340, -0.632], [4.337, -0.381, -2.000], [-1.061, 4.035, 1.236], [-0.890, -2.731, 2.554], [0.516, 2.475, 1.592], [-5.524, 1.070, 2.862], [-2.340, -0.647, 0.781], [0.378, 5.527, 0.731], [5.210, -0.987, -2.182], [-0.884, -0.022, -3.510], [-2.920, -1.086, 3.245], [2.088, -2.124, 0.547], [2.573, -2.310, 4.563], [-4.227, 0.895, 0.794], [-0.190, 0.511, -4.175], [-0.219, 1.541, -3.844], [2.955, -1.219, -5.432], [1.663, -0.697, -5.329], [-1.964, 4.625, 1.171], [3.388, -2.784, 2.404], [1.225, -0.792, 4.091], [3.441, -1.834, -6.718], [-3.325, -0.061, 1.402], [2.643, -1.919, -7.461], [-5.306, 1.420, 1.551], [1.211, -0.052, -4.181], [1.099, 3.598, 1.236], [-5.546, 2.878, -1.151], [1.957, -1.451, 1.389], [0.572, 0.510, 2.482], [-5.979, 2.120, 1.076], [3.574, -1.075, 2.831], [4.768, -1.570, -4.335], [4.225, -1.224, -7.171], [3.772, -1.136, -4.312], [0.654, -1.006, 4.988], [-1.585, 2.006, 1.888], [1.998, -2.040, 3.760], [-4.645, 0.153, 3.478]], "forces_ev_per_a": [[0.568, -0.232, -0.053], [0.004, -0.066, 0.096], [0.306, 0.215, 0.671], [-0.026, -0.161, -0.355], [-0.191, -0.132, -0.038], [0.028, -0.051, 0.044], [-0.172, 0.038, 0.088], [0.118, 0.060, -0.286], [0.121, 0.054, -0.010], [0.438, 0.551, -0.093], [-0.002, -0.052, 0.051], [-0.176, -0.028, -0.008], [0.029, -0.058, -0.311], [-0.424, 0.253, 0.431], [-0.047, 0.129, -0.395], [-0.017, 0.137, 0.083], [-0.155, 0.071, -0.133], [0.042, -0.073, 0.104], [0.010, -0.239, -0.079], [-0.104, -0.506, 0.090], [0.524, -0.239, -0.852], [0.250, -0.091, 0.400], [-0.416, 0.318, -0.326], [0.702, 0.312, -0.169], [0.152, 0.026, 0.166], [-0.004, -0.019, -0.063], [-0.974, -0.160, 0.363], [0.150, 0.495, -0.133], [0.064, -0.034, 0.023], [0.312, 0.034, -0.109], [-0.536, -0.437, 0.867], [-0.356, 0.232, -0.093], [-0.082, 0.203, 0.004], [0.109, -0.091, 0.004], [-0.094, 0.101, -0.081], [0.410, -0.162, -0.017], [-0.179, 0.466, 0.181], [-0.008, -0.099, 0.011], [0.336, -0.208, -0.082], [0.140, -0.261, 0.156], [-0.083, -0.030, 0.013], [-0.009, -0.181, -0.048], [-0.066, 0.191, -0.229], [-0.025, 0.080, -0.487], [0.051, -0.257, 0.287], [0.094, 0.327, -0.090], [-0.447, 0.017, 0.016], [0.200, -0.093, -0.285], [0.145, -0.133, -0.071], [0.139, -0.060, -0.032], [0.335, 0.069, -0.190], [-0.032, 0.042, -0.150], [-0.573, 0.398, 0.171], [0.007, 0.013, 0.164], [0.286, -0.376, -0.018], [-0.021, -0.065, 0.117], [-0.266, -0.030, 0.070], [0.045, -0.181, 0.020], [-0.171, -0.219, 0.161], [0.057, 0.108, -0.081], [-0.016, 0.033, -0.008], [0.308, 0.225, -0.055], [-0.011, 0.040, -0.095], [0.020, 0.037, 0.057], [0.015, 0.001, -0.013], [-0.051, 0.021, 0.140], [-0.021, -0.113, 0.044], [-0.264, -0.597, 0.397], [-0.494, 0.440, 0.046]], "nbo_charge": [-0.7285, 0.2195, -0.7199, -0.4071, 0.2294, 0.2280, 0.2228, 0.2187, 0.2280, -0.1628, 0.0623, 0.2191, 0.2456, -0.2977, 0.2274, -0.2531, 0.2266, -0.2452, 0.2240, -0.5081, -0.2727, -0.2447, -0.2568, -0.5786, 0.2042, 0.2028, 1.7869, 0.2674, 0.2404, 0.2306, 0.6440, -0.6503, -0.0776, 0.2372, -0.5212, -0.2805, -0.9169, 0.4322, 0.2119, 0.1553, 0.1896, 0.2269, 0.4404, -0.3197, -0.6152, 0.2341, -0.0073, -0.2118, 0.2321, 0.2240, -0.2436, -0.6289, 0.4029, 0.2164, -0.1325, -0.0612, 0.1919, 0.2456, -0.2803, 0.2835, 0.2137, 0.2277, 0.2046, 0.2239, -0.2476, 0.2238, 0.2215, -0.3316, -0.1655], "total_energy_ev": -63313.8813, "mol_weight_g_mol": 603.3, "homo_lumo_gap_ha": 0.2352, "charge": 1, "e_homo_ha": -0.3320}

=====

No. 3
{"formula": "C6H12", "method": "ωB97M-V/def2-TZVPD", "species": ["H", "H", "C", "C", "H", "H", "H", "H", "C", "H", "H", "H", "H", "C", "H", "H", "C", "C"], "xyz": [[0.649, -1.329, -0.381], [-0.004, 0.714, -2.610], [-1.251, 0.093, -0.988], [1.271, 1.237, -0.275], [-1.444, -0.899, -1.388], [1.943, 0.717, 0.787], [1.380, 2.308, -0.139], [-0.713, 2.081, -1.608], [0.675, 0.428, 0.783], [-1.290, -2.300, 1.045], [-1.989, 0.438, -0.266], [-0.837, -1.179, 2.338], [0.267, 0.966, 1.638], [-0.453, -1.741, 1.479], [1.873, 0.758, -1.038], [0.263, -2.483, 1.859], [-0.514, 1.018, -1.698], [0.176, -0.827, 0.463]], "forces_ev_per_a": [[-0.074, 0.093, 0.097], [-0.066, 0.068, 0.157], [-0.058, 0.100, -0.146], [0.170, 0.096, -0.007], [0.100, 0.129, 0.058], [0.083, -0.018, -0.003], [-0.011, -0.178, -0.018], [0.023, -0.159, 0.047], [-0.233, -0.084, -0.016], [0.107, 0.094, 0.040], [0.129, -0.101, -0.078], [0.045, -0.060, -0.133], [0.068, -0.076, -0.131], [-0.075, -0.005, 0.047], [-0.106, 0.042, 0.102], [-0.119, 0.121, -0.056], [-0.214, -0.071, -0.066], [0.230, 0.008, 0.107]], "nbo_charge": [0.1996, 0.1951, -0.4104, -0.5057, 0.2035, 0.3201, 0.2342, 0.2032, -0.3749, 0.2115, 0.1956, 0.2057, 0.2251, -0.6318, 0.2254, 0.2105, -0.4959, -0.2109], "total_energy_ev": -6411.7882, "mol_weight_g_mol": 84.2, "homo_lumo_gap_ha": 0.3192, "charge": 0, "e_homo_ha": -0.2760}

=====

No. 4
{"formula": "C4H14N2O", "method": "ωB97M-V/def2-TZVPD", "species": ["H", "C", "H", "C", "N", "H", "H", "H", "C", "C", "H", "H", "O", "H", "H", "H", "N", "H", "H", "H", "H"], "xyz": [[-0.496, -2.067, -0.799], [-0.315, 1.238, -1.815], [0.118, -2.104, 2.078], [-0.154, -0.265, -1.942], [0.309, 1.912, -2.951], [0.196, 2.913, -2.903], [0.053, -0.683, 0.133], [0.744, -2.084, 3.572], [0.182, -0.277, 2.907], [-0.606, -0.994, -0.676], [-0.730, -0.638, -2.792], [-1.632, -0.758, -0.409], [1.487, 0.053, 2.413], [-0.042, 1.579, -3.836], [-0.573, 0.139, 2.239], [0.049, 0.155, 3.902], [0.004, -1.689, 2.995], [0.905, -0.470, -2.118], [-1.378, 1.490, -1.702], [0.222, 1.571, -0.924], [1.657, 0.979, 2.629]], "forces_ev_per_a": [[-0.122, -0.182, 0.040], [0.159, 0.084, -0.303], [-0.117, -0.023, -0.072], [-0.141, -0.094, 0.321], [0.248, -0.071, 0.138], [-0.074, 0.070, -0.088], [-0.034, -0.023, 0.237], [-0.212, 0.062, -0.021], [-0.012, 0.073, 0.117], [0.470, 0.252, -0.248], [0.074, 0.063, -0.169], [-0.140, -0.030, 0.015], [-0.004, 0.176, 0.090], [-0.170, 0.029, -0.073], [-0.093, -0.016, -0.021], [-0.014, 0.020, 0.017], [0.364, -0.146, 0.012], [-0.078, -0.071, -0.121], [-0.007, -0.032, 0.130], [-0.156, -0.003, 0.110], [0.060, -0.139, -0.113]], "nbo_charge": [0.2089, -0.2092, 0.3600, -0.3996, -0.8407, 0.3566, 0.2038, 0.3587, 0.0843, -0.6097, 0.1884, 0.2014, -0.7468, 0.3514, 0.1531, 0.1514, -0.8248, 0.2076, 0.1571, 0.1817, 0.4667], "smiles": "CCCN.NCO", "total_energy_ev": -9402.4716, "mol_weight_g_mol": 106.2, "homo_lumo_gap_ha": 0.3698, "charge": 0, "e_homo_ha": -0.3362}